# 1
Entry from the OMol25 dataset: 2 unconnected molecules or ions with the total composition C2H5ClOS at a distorted geometry (ωB97M-V/def2-TZVPD).

As for the spin multiplicity: 1. As for the charge: 0. The value obtained for the HOMO energy is -0.3231 Ha. As for the structure (SMILES): O[C@H]1CS1.Cl. The calculation puts the max |F| at 2.829 eV Å⁻¹.

Cartesian coordinates (Å):
O: 2.513 -0.307 0.413
C: 1.380 -0.143 -0.315
C: -0.062 -0.553 -0.032
S: 0.143 1.233 -0.182
H: 2.417 0.099 1.288
H: 1.610 -0.212 -1.451
H: -0.556 -0.785 0.851
H: -0.474 -1.134 -0.797
Cl: -3.159 0.356 0.226
H: -3.811 1.446 -0.003

=====

# 2
Entry from the OMol25 dataset: a single C5H12O2 molecule (ωB97M-V/def2-TZVPD).

As for the spin multiplicity: 1. As for the charge: 0. The value obtained for the HOMO energy is -0.3617 Ha. As for the structure (SMILES): CC[C@@H](O)CCO. The calculation puts the max |F| at 0.360 eV Å⁻¹.

Cartesian coordinates (Å):
C: 2.595 -0.564 0.563
C: 1.607 0.038 -0.432
C: 0.175 -0.206 0.034
O: 0.047 0.344 1.336
C: -0.891 0.336 -0.920
C: -2.299 0.059 -0.410
O: -2.558 0.915 0.708
H: 3.634 -0.354 0.291
H: 2.406 -0.158 1.561
H: 2.471 -1.653 0.618
H: 1.752 -0.390 -1.433
H: 1.762 1.123 -0.511
H: 0.025 -1.301 0.100
H: -0.770 0.862 1.354
H: -0.769 -0.125 -1.909
H: -0.772 1.420 -1.049
H: -2.381 -0.997 -0.115
H: -3.050 0.249 -1.188
H: -2.983 0.400 1.401